# 1
The following is a DFT calculation (the ωB97M-V functional and the def2-TZVPD basis) of a molecular structure, C10H30F3O10V in a non-equilibrium geometry.

## Properties
Max |F|: 3.44 eV Å⁻¹
Kohn-Sham gap: 9.38 eV
ΔE to the lowest compared entry with this formula, charge and spin: 32.89 kcal/mol
HOMO level: -0.351 hartree

Structure (XYZ):
```
54
Properties=species:S:1:pos:R:3:mulliken_charge:R:1
O -0.53011 0.34844 -0.97504 -0.608
V 0.63592 0.33330 0.08302 1.027
O 1.07663 -1.14092 0.51403 -0.387
C 1.71773 2.97541 0.99329 0.339
O 0.34661 2.72538 0.51115 0.205
O 2.20451 1.62467 1.10672 -0.783
C 2.41454 4.03311 0.03565 0.662
F 3.75642 4.14673 0.01953 -0.289
F 2.07903 3.73523 -1.20301 -0.229
F 1.95007 5.32909 0.20071 -0.278
C -0.64104 3.71085 0.38071 -0.425
C -1.69802 3.41293 -0.66642 -1.160
H -2.53144 4.10741 -0.56054 0.410
H -1.22305 3.56013 -1.63638 0.309
H -1.99483 2.36996 -0.55574 0.156
H -0.14225 4.60924 0.01712 0.244
H -1.04933 4.07100 1.32500 0.423
H 1.64492 3.40023 1.99445 0.344
C -1.57892 -3.33412 -0.26331 -0.646
O -1.61688 -2.37539 0.87575 -0.398
H -2.50743 -3.54740 -0.79290 0.345
H -0.84286 -3.02022 -1.00344 0.073
H -1.26096 -4.29969 0.13000 0.359
H -1.84991 -2.86841 1.66583 0.209
C -3.22650 -0.83834 -3.16670 -0.283
O -2.25288 -0.92759 -4.22314 -0.507
H -3.90884 -1.66424 -3.36771 0.335
H -2.76490 -1.04398 -2.20093 -0.063
H -3.70532 0.14082 -3.17708 0.218
H -2.70663 -1.16122 -5.03623 0.291
C -0.16326 -1.80340 4.15645 -0.567
O -1.51263 -1.56091 3.84205 -0.504
H 0.26173 -1.08742 4.85991 0.298
H -0.03296 -2.74511 4.68964 0.308
H 0.39661 -1.84012 3.22195 0.179
H -2.04299 -1.46798 4.63682 0.267
C 3.45946 0.28273 -1.82256 -0.784
O 2.10009 -0.02484 -1.82971 -0.272
H 3.56115 1.36798 -1.82122 0.233
H 3.99363 -0.08135 -0.94493 0.279
H 3.98041 -0.11270 -2.69453 0.375
H 1.85404 0.02381 -2.75637 0.210
C 1.67344 -4.27289 -1.58300 -0.383
O 2.78503 -3.73685 -2.24961 -0.539
H 0.78066 -4.49531 -2.16745 0.262
H 1.88647 -5.28685 -1.24447 0.344
H 1.45788 -3.68704 -0.68946 0.031
H 2.71052 -2.79217 -2.40328 0.291
C -1.17726 1.12412 2.83440 -0.274
O -0.90394 0.27796 1.76476 -0.242
H -2.21319 1.04528 3.16414 0.277
H -0.52900 0.99371 3.70091 0.199
H -0.92260 2.09140 2.40126 -0.095
H -1.19755 -0.62444 1.90990 0.212
```

# 2
The following is a DFT calculation (the ωB97M-V functional and the def2-TZVPD basis) of a molecular structure, C10H30FeNO13 in a non-equilibrium geometry.

## Properties
Max |F|: 6.12 eV Å⁻¹
2S+1: 6
Kohn-Sham gap (spin up / spin down): 5.41 / 3.11 eV
Net charge: +2
⟨S²⟩: 8.760
ΔE to the lowest compared entry with this formula, charge and spin: 3.10 kcal/mol
HOMO level (spin up / spin down): -0.523 / -0.523 hartree

Structure (XYZ):
```
55
Properties=species:S:1:pos:R:3:lowdin_spin:R:1
Fe 0.49519 3.17559 1.12317 3.822
N 0.16526 0.01256 0.35689 0.006
O 0.69358 -0.53488 1.30124 0.005
O -0.29292 -0.52023 -0.56597 0.012
O 0.24533 1.24159 0.31250 0.066
C -1.05569 -3.96385 -0.70942 0.001
C -0.33368 -3.81557 -2.08284 0.000
O 0.78819 -2.92051 -2.02518 0.000
O -0.18199 -4.46528 0.27981 0.004
H -1.95628 -4.57607 -0.75673 0.000
H -1.42300 -2.96603 -0.46954 0.000
H -1.02078 -3.31940 -2.76827 0.000
H -0.18595 -4.82921 -2.45542 0.000
H 0.52942 -2.10156 -1.59627 0.000
H -0.62132 -4.46585 1.13339 0.000
C -0.72124 3.87236 -1.45846 0.001
C -1.59589 4.54345 -0.46285 0.002
O -1.50238 3.83125 0.76421 0.041
O 0.61014 3.71756 -0.97485 0.039
H -0.71440 4.48796 -2.35795 0.001
H -1.16539 2.92814 -1.77354 0.000
H -2.61413 4.48419 -0.84725 0.001
H -1.37205 5.59576 -0.28779 0.000
H -2.31361 3.92837 1.26829 0.002
H 1.18056 3.74899 -1.74637 0.002
C 0.28983 -2.52400 4.14919 0.111
C 1.64656 -2.61098 3.41418 0.116
O 2.18887 -1.31221 3.38490 0.614
O 0.55146 -1.89105 5.39865 0.080
H -0.12645 -3.51128 4.34940 0.001
H -0.45566 -1.94030 3.60916 0.008
H 1.51288 -3.03797 2.42024 0.024
H 2.36654 -3.18805 3.99446 0.010
H 1.76566 -0.92347 2.61589 0.007
H -0.31832 -1.97553 5.79607 0.003
C 3.80553 -0.18893 0.14183 0.000
C 3.63546 0.78637 -1.08431 0.001
O 4.73625 1.67866 -1.26905 0.000
O 3.91477 0.44129 1.39430 0.018
H 4.70618 -0.75976 -0.08417 0.000
H 2.92958 -0.83491 0.08255 0.000
H 2.69734 1.34038 -1.05111 0.000
H 3.53432 0.19115 -1.99184 0.000
H 4.39737 2.53827 -1.52948 0.000
H 4.80729 0.32591 1.72851 0.000
C -4.19188 1.60079 -2.16193 0.000
C -3.37185 0.70656 -1.19049 0.000
O -2.61747 -0.19710 -1.85509 0.000
O -3.22609 2.14642 -3.04269 0.000
H -4.75927 2.37188 -1.64079 0.000
H -4.93652 1.04547 -2.73222 0.000
H -4.09322 0.14090 -0.60077 0.000
H -2.70791 1.15840 -0.45352 0.000
H -1.68553 -0.12655 -1.63576 0.000
H -2.63270 1.46030 -3.35690 0.000
```

- Among the records above, which one has the lowest ΔE to the lowest compared entry with this formula, charge and spin?
  C10H30FeNO13

- Which of these has the lowest max |F|?
  C10H30F3O10V